A 13-piece molecular cluster, C66H162O43P4 overall in a non-equilibrium geometry. Source: the OMol25 dataset; level of theory: wB97M-V/def2-TZVPD.

XYZ file:
```
275
Properties=species:S:1:pos:R:3:lowdin_charge:R:1
C -1.5075 4.9149 7.3425 -0.155
O -0.9025 5.6841 8.2944 -0.174
C 0.4686 6.0428 8.0162 -0.157
C 1.5767 4.9668 8.2966 -0.179
O 1.5658 3.9196 7.3320 -0.145
C 2.6287 2.9832 7.4910 -0.181
C 2.5598 1.9013 6.3909 -0.184
O 2.5321 2.5833 5.1231 -0.173
C 2.4484 1.6481 4.0493 -0.076
H -1.3547 5.3494 6.3414 0.096
H -2.5809 4.8893 7.5750 0.093
H -1.2009 3.8803 7.3048 0.068
H 0.6186 6.8753 8.6756 0.114
H 0.6290 6.3533 6.9679 0.124
H 1.4037 4.5029 9.2875 0.131
H 2.5042 5.5742 8.3254 0.117
H 2.6398 2.4940 8.4757 0.129
H 3.6086 3.4430 7.3461 0.116
H 1.6499 1.2989 6.5330 0.113
H 3.3973 1.2073 6.5363 0.113
H 1.4923 1.1109 4.0515 0.060
H 3.2375 0.8893 4.1714 0.087
H 2.5759 2.1146 3.0774 0.073
C 4.5377 7.0430 6.2581 -0.121
O 4.5825 6.7398 4.8706 -0.184
C 3.8341 5.5458 4.5965 -0.175
C 3.6852 5.3254 3.0638 -0.174
O 2.9298 6.3972 2.5386 -0.111
C 2.8229 6.2929 1.1100 -0.184
C 1.7858 5.3667 0.5869 -0.212
O 2.2608 4.0312 0.7654 -0.222
C 1.3392 3.0491 0.2346 -0.066
H 5.2332 7.8908 6.4372 0.096
H 4.8100 6.2318 6.9735 0.085
H 3.5045 7.2879 6.4607 0.069
H 2.8808 5.5797 5.1420 0.114
H 4.3603 4.6516 5.0321 0.126
H 3.1970 4.3730 2.8208 0.097
H 4.6466 5.2806 2.5438 0.122
H 3.8091 6.1902 0.6393 0.119
H 2.4591 7.2824 0.7906 0.131
H 1.6115 5.6519 -0.4679 0.129
H 0.8100 5.5359 1.0033 0.123
H 0.4827 2.8938 0.9131 0.093
H 1.9247 2.1285 0.1717 0.064
H 1.0982 3.3891 -0.7761 0.092
C -5.9077 -1.6315 -0.7952 -0.082
O -6.4850 -1.5406 0.4826 -0.204
C -7.7867 -2.0982 0.6559 -0.179
C -8.1798 -1.9492 2.1199 -0.235
O -8.1503 -0.6132 2.4913 -0.128
C -8.7573 -0.3555 3.7755 -0.151
C -8.0273 -1.0608 4.9809 -0.194
O -8.2970 -0.4874 6.2607 -0.204
C -9.6471 -0.6295 6.6441 -0.100
H -4.8640 -1.3675 -0.6728 0.068
H -6.3966 -0.9473 -1.4784 0.087
H -5.9389 -2.6564 -1.1786 0.089
H -7.7500 -3.2210 0.5156 0.142
H -8.5413 -1.7264 -0.0462 0.127
H -7.5117 -2.5900 2.6876 0.122
H -9.1882 -2.3876 2.3205 0.140
H -9.8043 -0.6523 3.7688 0.112
H -8.6960 0.6947 4.0662 0.130
H -6.9616 -0.9782 4.8005 0.098
H -8.2653 -2.1370 4.9753 0.125
H -9.6806 -0.2661 7.6634 0.092
H -10.0113 -1.6487 6.5717 0.088
H -10.2683 -0.0337 5.9481 0.089
C -5.2983 0.1676 -5.3750 -0.113
O -5.7039 -1.1859 -5.3692 -0.180
C -7.0964 -1.3644 -5.2188 -0.223
C -7.5802 -2.6881 -5.7141 -0.170
O -7.5442 -2.7736 -7.1565 -0.137
C -7.9046 -4.0383 -7.6752 -0.208
C -7.6697 -3.9738 -9.1953 -0.185
O -7.9528 -5.1398 -9.9769 -0.185
C -7.1850 -6.2696 -9.7023 -0.132
H -5.5431 0.6879 -4.4399 0.083
H -5.7641 0.6623 -6.2522 0.102
H -4.2340 0.1491 -5.6172 0.083
H -7.5788 -0.5300 -5.7191 0.122
H -7.4843 -1.2031 -4.2361 0.109
H -8.6253 -2.7820 -5.3422 0.133
H -7.0658 -3.5486 -5.2553 0.116
H -8.9548 -4.2605 -7.3818 0.137
H -7.2376 -4.8284 -7.2661 0.121
H -6.6862 -3.5286 -9.4217 0.133
H -8.3639 -3.2118 -9.5525 0.123
H -7.2660 -6.9497 -10.5420 0.083
H -7.5376 -6.7895 -8.8087 0.084
H -6.1254 -5.9739 -9.6498 0.096
C 5.2738 -3.1702 4.4707 -0.082
O 4.0709 -2.9790 5.2177 -0.182
C 4.1051 -1.8227 6.0103 -0.212
C 2.8207 -1.5839 6.8394 -0.159
O 1.7982 -1.1632 5.9565 -0.185
C 1.0993 -2.1736 5.2207 -0.170
C 0.3971 -3.1927 6.1194 -0.201
O -0.0008 -2.7467 7.3958 -0.177
C -0.9931 -1.7164 7.3116 -0.067
H 5.2088 -4.0897 3.9011 0.089
H 6.1323 -3.3025 5.0914 0.083
H 5.3436 -2.4396 3.7103 0.064
H 4.3414 -0.9016 5.4609 0.112
H 4.9442 -1.9266 6.7350 0.129
H 2.9779 -0.8004 7.5820 0.120
H 2.4683 -2.4793 7.3605 0.124
H 1.8449 -2.6274 4.5464 0.116
H 0.3929 -1.5706 4.6520 0.091
H 1.0778 -4.0079 6.3023 0.118
H -0.4464 -3.6459 5.5617 0.125
H -1.1085 -1.2981 8.3028 0.088
H -1.9385 -2.1966 7.0066 0.100
H -0.6620 -0.9189 6.6696 0.059
C 7.8213 -0.5200 -1.0523 -0.068
O 7.4397 -0.9670 0.2750 -0.195
C 7.7599 -2.3341 0.5579 -0.203
C 9.1753 -2.6800 0.9760 -0.217
O 9.9270 -3.0193 -0.1565 -0.143
C 11.3267 -2.9951 0.0609 -0.185
C 12.0748 -3.4973 -1.1966 -0.170
O 11.6195 -4.8146 -1.6934 -0.192
C 12.2900 -5.1366 -2.9059 -0.119
H 7.5914 0.5554 -1.1191 0.083
H 7.1463 -0.9427 -1.7955 0.084
H 8.8567 -0.6268 -1.3276 0.078
H 7.5434 -3.0268 -0.2777 0.135
H 7.0428 -2.6492 1.3023 0.105
H 9.2032 -3.4781 1.7309 0.128
H 9.5703 -1.7681 1.4864 0.138
H 11.5613 -3.7161 0.8638 0.129
H 11.6822 -1.9838 0.3291 0.132
H 13.1383 -3.5189 -0.8914 0.120
H 12.0696 -2.7993 -2.0459 0.118
H 12.0715 -6.1661 -3.1641 0.087
H 13.3483 -5.0012 -2.7020 0.075
H 12.0585 -4.4145 -3.7082 0.090
C 3.3841 1.0876 -2.8273 -0.082
O 2.1395 0.7571 -3.4874 -0.208
C 1.2172 -0.0656 -2.6576 -0.122
C 1.6860 -1.5235 -2.5531 -0.221
O 1.5071 -2.0918 -3.8098 -0.139
C 2.3716 -3.2486 -3.9321 -0.174
C 2.0880 -3.9371 -5.2470 -0.196
O 2.6477 -3.1812 -6.3589 -0.206
C 2.3470 -3.7346 -7.6580 -0.086
H 3.9848 0.1888 -2.7424 0.068
H 3.2252 1.5635 -1.8520 0.070
H 3.8716 1.8112 -3.4996 0.098
H 0.2795 -0.0803 -3.2056 0.117
H 1.1784 0.3863 -1.6616 0.097
H 1.1232 -2.0046 -1.7147 0.127
H 2.7738 -1.5101 -2.2986 0.107
H 2.2178 -3.9977 -3.1305 0.128
H 3.4214 -2.8919 -3.9112 0.138
H 1.0055 -4.0778 -5.3329 0.121
H 2.4683 -4.9819 -5.1585 0.130
H 2.9427 -4.6554 -7.7351 0.081
H 2.8065 -3.0236 -8.3775 0.097
H 1.3094 -4.0096 -7.7589 0.078
C -5.8929 -5.9561 -3.1866 -0.108
O -5.1462 -5.0463 -2.3775 -0.200
C -3.9137 -4.6120 -2.9922 -0.163
C -2.8910 -4.1109 -1.9414 -0.150
O -2.1234 -5.2296 -1.4650 -0.128
C -0.8490 -4.9023 -0.9978 -0.197
C -0.8449 -4.0491 0.2775 -0.174
O -1.2489 -4.9065 1.3756 -0.177
C -1.3665 -4.1573 2.5999 -0.097
H -6.9203 -6.0570 -2.8088 0.087
H -5.4638 -6.9676 -3.2827 0.093
H -6.0130 -5.4769 -4.1604 0.063
H -4.1700 -3.8118 -3.6883 0.109
H -3.5156 -5.3610 -3.6544 0.116
H -3.3588 -3.5620 -1.1201 0.116
H -2.1951 -3.3672 -2.3932 0.114
H -0.1828 -4.4467 -1.7713 0.122
H -0.4539 -5.8951 -0.8072 0.128
H -1.4434 -3.1080 0.2644 0.110
H 0.1997 -3.6656 0.4472 0.114
H -1.7854 -4.8325 3.3516 0.093
H -2.0906 -3.3239 2.5280 0.068
H -0.4239 -3.6853 2.8743 0.068
C -3.0201 -0.6377 -2.9934 -0.082
O -2.3026 -0.9525 -1.7823 -0.202
C -2.1534 0.1885 -0.9183 -0.173
C -1.5945 -0.2016 0.4513 -0.150
O -0.1884 -0.5647 0.3399 -0.151
C 0.4807 -0.6681 1.5849 -0.186
C 1.8648 -1.2477 1.3366 -0.176
O 2.6648 -0.3919 0.5286 -0.200
C 3.9359 -0.8892 0.2548 -0.117
H -2.9528 -1.4929 -3.6559 0.073
H -2.5711 0.1870 -3.5211 0.074
H -4.0706 -0.3947 -2.8514 0.072
H -3.1648 0.6035 -0.7845 0.111
H -1.4976 0.9610 -1.3652 0.129
H -2.0674 -1.0892 0.8522 0.095
H -1.7800 0.6211 1.1754 0.127
H -0.0987 -1.3600 2.2115 0.108
H 0.5554 0.2957 2.1456 0.117
H 1.6911 -2.1670 0.7418 0.110
H 2.3685 -1.5451 2.2622 0.122
H 4.4203 -0.1498 -0.3971 0.073
H 3.8918 -1.8656 -0.2017 0.086
H 4.5437 -0.9043 1.1803 0.091
C 2.3458 0.1111 -6.9670 -0.077
O 1.3175 1.0758 -7.2096 -0.205
P -0.0608 0.5583 -7.8084 0.386
O 0.0519 -0.3117 -9.0154 -0.249
O -0.9716 -0.0550 -6.6642 -0.206
C -1.0489 -1.3949 -6.3031 -0.103
O -0.8244 1.9021 -8.1318 -0.175
C -1.1944 2.7370 -7.0658 -0.132
H 2.2730 -0.0856 -5.8887 0.080
H 3.3120 0.6109 -7.1330 0.096
H 2.3251 -0.7719 -7.5959 0.064
H -2.0791 -1.6430 -6.0657 0.081
H -0.4061 -1.5900 -5.4408 0.077
H -0.7241 -2.0724 -7.1054 0.089
H -1.9214 2.3056 -6.3737 0.067
H -1.6474 3.6703 -7.4119 0.079
H -0.3744 3.0603 -6.4471 0.084
C -3.0440 5.4705 -5.4472 -0.111
O -3.8751 5.2284 -4.3677 -0.202
P -4.3922 3.7962 -4.1338 0.335
O -3.4345 2.7375 -4.3540 -0.200
O -4.9439 3.9054 -2.6337 -0.215
C -3.9657 3.9883 -1.5993 -0.091
O -5.7291 3.6346 -5.0289 -0.216
C -6.7339 4.6539 -5.0378 -0.081
H -2.9037 6.5577 -5.5010 0.101
H -3.4603 5.0517 -6.3741 0.099
H -2.0592 5.0293 -5.2283 0.096
H -3.0449 3.4512 -1.8605 0.086
H -4.3764 3.4420 -0.7704 0.075
H -3.9139 5.0441 -1.3056 0.099
H -7.1723 4.8243 -4.0487 0.093
H -7.5112 4.3072 -5.6899 0.084
H -6.2507 5.5575 -5.4029 0.085
C -5.3157 0.8103 5.6794 -0.099
O -4.5481 -0.3112 5.2845 -0.184
P -3.2890 -0.0987 4.3871 0.326
O -2.5829 -1.3672 4.1688 -0.219
O -3.7210 0.6632 3.0699 -0.216
C -4.5510 -0.0991 2.1242 -0.053
O -2.5212 1.0218 5.1818 -0.186
C -1.1789 1.2674 4.8620 -0.110
H -6.2457 0.4536 6.1290 0.069
H -5.6467 1.5553 4.9520 0.104
H -4.7483 1.3274 6.4592 0.094
H -4.0080 -1.0147 1.8819 0.076
H -4.5161 0.5444 1.2531 0.083
H -5.5643 -0.3345 2.4595 0.079
H -0.5625 0.3905 4.6276 0.058
H -0.7350 1.8884 5.6381 0.092
H -1.1015 1.8280 3.9399 0.086
C 5.4369 2.5506 0.8111 -0.066
O 6.4613 3.5432 0.7276 -0.189
P 6.7796 4.3239 -0.5789 0.315
O 6.3220 3.6363 -1.7875 -0.221
O 8.3639 4.3724 -0.5524 -0.187
C 8.9906 5.0608 0.4876 -0.130
O 6.1868 5.7498 -0.3292 -0.206
C 6.1009 6.6127 -1.4181 -0.120
H 5.7239 1.7743 1.5057 0.090
H 5.2279 2.0566 -0.1417 0.069
H 4.4850 2.9740 1.1234 0.068
H 8.6326 4.7836 1.4768 0.086
H 8.8756 6.1645 0.3752 0.098
H 10.0710 4.8681 0.4894 0.093
H 7.0774 6.9535 -1.8137 0.104
H 5.7053 7.5510 -1.0143 0.093
H 5.4327 6.2539 -2.1767 0.087
```

HOMO ... -9.32 eV
Strongest force on any atom ... 3.0 eV/A
Molar mass ... 1767.9 g/mol
HOMO-LUMO gap ... 9.58 eV
Calculated total energy ... -7212.39440 a.u.
ΔE to the lowest compared entry with this formula, charge and spin ... 0.0 kcal/mol